Entry 1:
The following is a DFT calculation (ωB97M-V/def2-TZVPD) of a cluster of 16 separate species, C84H103F18N18O24S6 in total at a distorted geometry.

Structure (ORCA input):
```
! wB97M-V def2-TZVPD RIJCOSX def2/J DEFGRID3
* xyz 5 1
C -6.50705 -0.04516 -10.46242
N -5.63113 0.37080 -9.32251
C -4.93601 1.52096 -9.37004
C -4.06222 1.88006 -8.37550
C -3.90798 1.03697 -7.29769
C -4.56225 -0.16580 -7.30867
C -5.43153 -0.46957 -8.29919
C -3.01243 1.36259 -6.17090
C -1.71060 1.67636 -6.44874
C -0.78508 1.94973 -5.49057
N -1.20694 2.05053 -4.21691
C -2.45170 1.72663 -3.90255
C -3.42475 1.43358 -4.83238
C -0.29204 2.56393 -3.21525
H -6.37686 0.63914 -11.27336
H -7.55047 -0.15710 -10.18480
H -6.19179 -0.99768 -10.91094
H -5.11457 2.15346 -10.23307
H -3.51766 2.82270 -8.45704
H -4.45803 -0.82092 -6.45123
H -5.97216 -1.39208 -8.36375
H -1.34118 1.54182 -7.44188
H 0.20545 2.32805 -5.69977
H -2.67174 1.84169 -2.85237
H -4.45713 1.27029 -4.58237
H 0.63457 2.01696 -3.21798
H -0.80246 2.59935 -2.27351
H -0.01011 3.56804 -3.54768
C 0.53736 4.15391 3.76076
N 0.14115 4.99460 2.56959
C 0.62771 6.22951 2.53176
C 0.27795 7.06938 1.48476
C -0.54918 6.63617 0.45943
C -0.89910 5.31417 0.51269
C -0.55417 4.51175 1.55638
C -1.00926 7.52947 -0.56785
C -0.92701 7.12932 -1.88806
C -1.28065 7.97683 -2.90113
N -1.70223 9.22132 -2.64674
C -1.81321 9.62875 -1.35554
C -1.41732 8.83283 -0.30670
C -2.01971 10.09195 -3.78941
H -0.19591 3.38008 3.86537
H 0.62015 4.76942 4.65298
H 1.54706 3.81558 3.63722
H 1.34087 6.51534 3.29556
H 0.67198 8.05327 1.60046
H -1.53655 4.88787 -0.22016
H -0.90715 3.50870 1.67151
H -0.59852 6.14015 -2.17912
H -1.20574 7.73554 -3.95901
H -2.18675 10.62897 -1.21409
H -1.50330 9.25522 0.67411
H -2.19627 11.12170 -3.48048
H -2.84468 9.77156 -4.38271
H -1.15342 10.13952 -4.45391
C -10.69862 -5.81061 -3.91258
N -9.31297 -5.91448 -3.36651
C -9.13577 -5.88291 -2.03602
C -7.88434 -6.05377 -1.48656
C -6.77701 -6.19281 -2.33925
C -7.00551 -6.20444 -3.71070
C -8.28363 -6.03642 -4.20929
C -5.39035 -6.35494 -1.80277
C -4.25291 -5.59210 -2.12236
C -3.07730 -5.78090 -1.50589
N -2.93817 -6.70561 -0.52778
C -3.97034 -7.43736 -0.16419
C -5.24817 -7.30900 -0.77264
C -1.64724 -6.81222 0.18752
H -10.91216 -5.08646 -4.68455
H -11.39882 -5.75451 -3.10606
H -10.96432 -6.74033 -4.40677
H -10.02487 -5.66178 -1.46566
H -7.80771 -6.14282 -0.41405
H -6.17067 -6.36906 -4.37220
H -8.54277 -6.12881 -5.27382
H -4.34052 -4.84538 -2.91007
H -2.20307 -5.21509 -1.70125
H -3.74524 -8.13115 0.64877
H -6.10417 -7.92037 -0.40630
H -1.81526 -7.25416 1.16658
H -1.23214 -5.80757 0.28195
H -0.95209 -7.44608 -0.38426
C -0.53353 -4.76846 3.82365
N -0.05693 -3.57822 3.07269
C -0.79341 -3.05984 2.11703
C -0.26641 -1.99011 1.39021
C 0.97656 -1.45438 1.63024
C 1.70323 -1.99853 2.72610
C 1.15286 -3.06919 3.38800
C 1.58959 -0.37695 0.89037
C 1.97453 0.76918 1.58817
C 2.43053 1.90378 0.95743
N 2.61670 1.85299 -0.36338
C 2.44096 0.74684 -1.06189
C 1.92259 -0.40875 -0.49198
C 3.19224 3.03553 -1.00667
H -1.59905 -4.82831 3.68753
H -0.20694 -4.73467 4.84492
H -0.08276 -5.64865 3.34256
H -1.74447 -3.53709 1.95347
H -0.86832 -1.58283 0.58271
H 2.67919 -1.62252 3.00862
H 1.65773 -3.53667 4.20808
H 1.78998 0.85153 2.63870
H 2.68254 2.81611 1.48744
H 2.68000 0.85975 -2.11148
H 1.76220 -1.28009 -1.11948
H 2.48725 3.31550 -1.76143
H 4.08167 2.75010 -1.53152
H 3.23958 3.82392 -0.26052
C 4.48672 8.15111 -0.09400
N 4.73728 7.25397 -1.24124
C 5.56983 6.20479 -1.07559
C 5.77272 5.29327 -2.08575
C 5.05100 5.39337 -3.31121
C 4.14843 6.44903 -3.37547
C 4.03372 7.36506 -2.35066
C 5.22735 4.38793 -4.36951
C 6.51105 4.13724 -4.89266
C 6.65839 3.20484 -5.86652
N 5.61103 2.43339 -6.23182
C 4.40178 2.62009 -5.74028
C 4.15300 3.67057 -4.83454
C 5.77128 1.37017 -7.30710
H 3.66118 7.89338 0.57599
H 4.16599 9.08949 -0.51306
H 5.45998 8.21843 0.41348
H 6.09982 6.17190 -0.14240
H 6.49574 4.51708 -1.85780
H 3.65123 6.64991 -4.30063
H 3.29883 8.14619 -2.42412
H 7.47231 4.56748 -4.58978
H 7.62468 3.03848 -6.30109
H 3.64086 1.93323 -6.07485
H 3.20763 3.82920 -4.32550
H 5.62209 1.83707 -8.26367
H 5.00991 0.60668 -7.19742
H 6.76181 0.93514 -7.15684
C -8.40858 0.24452 3.60414
C -7.44438 1.17376 2.83516
N -6.15768 0.51169 2.57982
C -5.82816 -0.60557 1.81480
C -4.51743 -0.72837 1.88910
N -3.99977 0.24195 2.73711
C -5.00446 0.98911 3.10787
C -2.57197 0.39029 3.09520
H -7.90273 -0.28753 4.41094
H -8.82267 -0.38434 2.85132
H -9.21642 0.73725 4.12011
H -7.14812 2.00189 3.46686
H -7.91295 1.43137 1.90888
H -6.62570 -1.21632 1.47274
H -3.89582 -1.48608 1.46580
H -4.93377 1.86677 3.74432
H -2.13078 -0.60425 3.13386
H -2.46393 0.78002 4.11164
H -2.21391 1.10454 2.36955
C 2.79189 -2.31364 7.83528
C 1.39995 -2.58476 8.48166
N 0.64456 -3.76437 7.99339
C 1.05177 -5.09338 7.64988
C -0.03769 -5.72140 7.21319
N -1.13526 -4.86168 7.31393
C -0.62604 -3.69819 7.71553
C -2.54455 -5.28957 7.15583
H 3.18888 -1.40688 8.27671
H 2.68710 -2.22315 6.73781
H 3.48728 -3.13295 8.00123
H 0.79785 -1.70701 8.28124
H 1.49527 -2.70534 9.55235
H 2.08582 -5.42244 7.72855
H -0.21814 -6.75099 6.93428
H -1.19466 -2.81545 7.91244
H -3.06309 -5.51456 8.06201
H -2.55425 -6.15546 6.48793
H -3.03792 -4.53570 6.54668
C 5.41255 -1.75683 0.67804
C 6.66298 -1.13821 1.31805
N 6.36344 0.19352 1.87414
C 5.98609 1.33335 1.12455
C 5.94364 2.31955 2.00231
N 6.02083 1.80604 3.32107
C 6.41801 0.53605 3.15632
C 5.88915 2.72914 4.51709
H 5.69549 -2.68158 0.19450
H 5.02021 -1.07256 -0.08179
H 4.68278 -1.99293 1.46026
H 7.43025 -0.99081 0.54668
H 7.03124 -1.75253 2.13188
H 6.00491 1.13028 0.07093
H 5.72935 3.37097 1.87107
H 6.71569 -0.05834 4.00914
H 6.23019 2.15097 5.39119
H 4.84092 2.91890 4.71261
H 6.49103 3.60741 4.36626
C 6.42793 0.53803 -2.84091
F 5.31462 1.35055 -2.96476
F 7.31060 1.26390 -2.10552
F 6.09814 -0.57368 -2.15448
S 7.13918 -0.03817 -4.46457
O 6.04861 -0.58312 -5.26258
O 7.62482 1.21072 -5.04550
O 8.25862 -0.91477 -4.25653
C 4.98569 -3.59768 4.37075
F 5.09734 -2.23273 4.54308
F 4.01200 -4.10245 5.19875
F 4.48536 -3.71808 3.10449
S 6.63887 -4.35288 4.52711
O 7.42842 -3.57117 3.58771
O 7.11058 -4.19530 5.87686
O 6.43927 -5.72034 4.05069
C -4.70286 -5.86768 2.98542
F -5.48478 -6.63972 2.17968
F -5.22681 -5.91681 4.20552
F -3.51907 -6.43099 3.01743
S -4.57045 -4.12832 2.29359
O -3.66374 -4.21043 1.15157
O -5.88591 -3.72092 1.90537
O -3.93320 -3.30475 3.36364
C -0.84370 -8.76755 4.66135
F -1.64406 -7.74446 5.10246
F 0.43102 -8.51722 5.21293
F -1.29554 -9.90555 5.12620
S -0.57508 -8.69131 2.78662
O 0.31331 -9.76554 2.39641
O -1.97433 -8.76020 2.29304
O -0.00118 -7.39404 2.44129
C 2.34121 -1.47413 -4.35827
F 1.49350 -1.72456 -3.34073
F 3.50631 -1.27847 -3.75344
F 2.39912 -2.53590 -5.13909
S 1.70779 0.01446 -5.26381
O 0.37517 -0.16265 -5.76039
O 1.76175 1.01918 -4.19987
O 2.65367 0.32410 -6.34252
C 2.25846 1.38570 5.87020
F 2.94729 0.97053 6.96481
F 2.25655 2.72952 5.90659
F 2.97829 1.06706 4.73319
S 0.48024 0.62245 5.65810
O -0.10332 1.31669 4.51292
O 0.63317 -0.80086 5.33443
O -0.34130 0.88632 6.85584
N -1.56972 1.08413 -0.71947
O -0.92202 2.00990 -0.05213
O -0.92537 0.37337 -1.57376
O -2.81234 0.95257 -0.56680
N 3.84507 5.95091 2.02372
O 3.00562 5.08862 1.53635
O 5.05521 5.83367 1.74142
O 3.44777 6.85828 2.75869
*
```

Output
E_HOMO ... -0.503 hartree
Electronic energy ... -10238.81438 a.u.

Entry 2:
The following is a DFT calculation (ωB97M-V/def2-TZVPD) of a structure of composition C3H3LiO3Sr at a distorted geometry.

Structure (ORCA input):
```
! wB97M-V def2-TZVPD RIJCOSX def2/J DEFGRID3
* xyz 1 2
H -1.41568 -1.62162 0.09853
C -1.34560 1.01495 0.07609
C -0.22915 0.10046 0.09136
O 0.89374 0.57636 0.69859
C 2.11956 0.07409 0.41085
O 2.20861 -0.87644 -0.38719
O -2.51246 0.56200 -0.09481
H -1.12016 2.07329 -0.13857
H -0.06524 -0.53635 -0.78471
Sr 4.76912 -0.25052 0.23127
Li -3.30275 -1.11621 -0.20141
*
```

Output
<S²> ... 0.759
E_HOMO (alpha / beta) ... -0.317 / -0.350 hartree
Electronic energy ... -379.68307 a.u.

Entry 3:
The following is a DFT calculation (ωB97M-V/def2-TZVPD) of a cluster of 2 separate species, C3H9ClNPS in total at a distorted geometry.

Structure (ORCA input):
```
! wB97M-V def2-TZVPD RIJCOSX def2/J DEFGRID3
* xyz 0 1
C 2.00665 0.10995 -1.59782
C -1.97618 -0.01579 2.08452
C 0.61960 -0.21044 -1.02637
N -1.24184 0.20124 0.79808
P 0.29846 0.73978 0.57151
S -3.97271 -0.36690 -0.98951
Cl -0.06392 2.58591 -0.13985
H 2.37319 -0.62993 -2.22714
H 2.08330 1.12950 -2.12298
H 2.69804 0.19584 -0.58835
H -3.00930 0.46871 2.17642
H -2.23746 -1.04856 2.27973
H -1.25367 0.32318 2.80639
H 0.57596 -1.26722 -0.75888
H -0.01108 0.04176 -1.81243
H -1.94475 0.22960 -0.00337
*
```

Output
E_HOMO ... -0.329 hartree
Electronic energy ... -1374.07683 a.u.

Entry 4:
The following is a DFT calculation (ωB97M-V/def2-TZVPD) of the ion C2H3N4 with charge +1 at a distorted geometry.

Structure (ORCA input):
```
! wB97M-V def2-TZVPD RIJCOSX def2/J DEFGRID3
* xyz 1 1
N -0.06413 -0.00431 -0.72164
N -0.42995 0.62204 0.37990
C -0.00962 0.50714 1.63461
N -0.98572 1.32741 2.49925
C -1.60549 1.82476 1.54002
N -1.68363 1.57981 0.32700
H 0.37018 0.53581 -1.54897
H -0.56749 -0.77782 -0.96186
H 0.75474 -0.02303 2.21446
*
```

Output
E_HOMO ... -0.600 hartree
SMILES string ... Nn1cnc#[n+]1
Electronic energy ... -296.52931 a.u.

Entry 5:
The following is a DFT calculation (ωB97M-V/def2-TZVPD) of a cluster of 2 separate species, Cl3H2N3 in total at a distorted geometry.

Structure (ORCA input):
```
! wB97M-V def2-TZVPD RIJCOSX def2/J DEFGRID3
* xyz 0 1
N 1.06149 -0.07564 0.13674
N 1.69768 -0.69052 -0.79045
N -1.38844 0.37817 0.14663
Cl 1.08263 -2.25848 -1.10767
Cl -1.63167 1.71142 -0.83933
Cl -2.01206 0.63820 1.70306
H 0.27307 -0.60461 0.56447
H 0.91730 0.90146 0.18654
*
```

Output
E_HOMO (alpha / beta) ... -0.282 / -0.372 hartree
Electronic energy ... -1545.82065 a.u.

Entry 6:
The following is a DFT calculation (ωB97M-V/def2-TZVPD) of an isolated molecule of C2H6N4O2 at a distorted geometry.

Structure (ORCA input):
```
! wB97M-V def2-TZVPD RIJCOSX def2/J DEFGRID3
* xyz 0 1
H 1.44531 1.87352 -0.09750
N 2.32661 1.37516 -0.05339
C 2.06624 0.09143 -0.05067
N 2.93727 -0.94217 -0.02549
O 0.76943 -0.33611 -0.46767
N -0.22116 0.60745 -0.35381
C -1.32890 -0.05933 -0.17014
N -2.62589 0.56738 -0.00337
O -3.56882 -0.49607 -0.07068
H 2.77509 -1.79298 0.53847
H 3.85664 -0.64112 0.27414
H -1.31407 -1.12363 -0.23318
H -2.68827 0.97652 0.87790
H -4.42947 -0.10005 -0.16462
*
```

Output
E_HOMO ... -0.333 hartree
SMILES string ... [H]/N=C(/N)O/N=C/NO
Electronic energy ... -449.17188 a.u.

> Which value of electronic energy does entry 3 give?

-1374.07683 a.u.